Record 1
Molecular formula: C11H31K3O8
Method: DFT, the ωB97M-V functional and the def2-TZVPD basis

**F_max**: 0.0311 hartree/bohr
**HOMO level**: -13.88 eV
**Multiplicity**: 1
**Electronic energy**: -77252.8209 eV
**Kohn-Sham gap**: 6.13 eV
**Total charge**: +2

Structure (XYZ):
```
53
Properties=species:S:1:pos:R:3:forces:R:3:mulliken_charge:R:1
K 0.774 -0.336 -5.874 -0.416 0.416 0.049 1.01
K 3.011 0.306 -2.389 -0.014 0.527 0.917 1.06
K 0.361 -3.318 -3.268 -0.646 -0.096 0.700 0.97
O 3.594 -2.270 -0.616 -0.418 0.382 -0.294 -0.54
O -2.456 -3.408 0.001 -1.118 -0.082 -0.746 -0.50
O -1.020 -1.457 -1.658 0.264 0.037 -0.311 -0.82
O -0.702 0.050 4.716 0.180 0.680 -0.094 -0.51
O -0.349 0.584 -1.040 -0.500 -0.433 -0.077 -0.14
O 2.131 1.985 -0.227 -0.401 -0.324 -0.675 -0.38
O 0.364 -0.298 -2.957 1.175 0.053 -1.086 -0.83
O -4.637 3.951 -3.185 -0.048 -0.033 -0.161 -0.51
C 2.087 3.090 0.679 1.091 0.351 0.760 0.01
C -3.253 3.706 -3.041 -0.195 0.205 0.862 -0.43
C 2.321 -2.646 -0.031 0.223 0.815 -0.045 0.30
C 3.504 3.477 1.029 0.903 -0.398 0.087 -1.33
C -0.406 0.648 2.421 -0.058 -0.304 -1.083 -0.27
C -0.365 -0.440 -1.930 -0.246 -0.793 0.463 0.44
C -0.636 -5.082 0.094 -0.227 -0.127 -0.591 -0.39
C 2.068 -1.722 1.149 0.153 -1.077 0.234 -0.66
C -1.800 -4.363 0.777 1.169 0.148 0.392 -0.22
C -0.958 1.076 3.764 0.022 0.233 -0.130 -0.82
C -2.959 2.759 -1.864 0.103 -0.186 -1.223 -0.54
H -2.698 4.639 -2.884 -0.038 0.039 -0.249 0.30
H -3.265 1.769 -2.213 -0.064 -0.139 0.464 0.18
H 3.514 4.356 1.674 -0.025 0.116 -0.203 0.37
H -4.950 4.501 -2.460 0.042 -0.009 -0.009 0.31
H -1.412 -3.861 1.677 -0.177 -0.401 0.122 0.21
H -0.250 -5.906 0.694 -0.014 0.100 0.164 0.40
H -0.618 1.351 1.607 -0.052 0.284 0.243 0.15
H 1.606 2.794 1.614 -0.408 0.031 -0.213 0.18
H 1.088 -1.961 1.565 -0.045 0.267 0.042 0.25
H 3.516 -2.391 -1.562 0.354 -0.542 -0.107 0.27
H -1.926 -2.771 -0.485 0.551 -0.030 0.302 0.41
H 0.201 0.244 4.997 -0.146 -0.438 0.348 0.32
H -2.021 1.308 3.713 -0.185 -0.603 -0.035 0.36
H 2.804 -1.978 1.913 -0.017 0.151 0.063 0.46
H 4.114 3.650 0.137 -0.257 0.383 -0.039 0.29
H -1.881 2.746 -1.691 -0.038 -0.024 0.241 0.09
H 2.175 -0.663 0.927 -0.178 0.010 -0.267 -0.03
H -0.826 -0.309 2.093 -0.288 0.007 0.300 0.23
H 2.356 -3.693 0.263 0.009 -0.005 0.109 0.39
H -2.950 3.251 -3.984 0.176 0.070 0.032 0.23
H 1.223 1.691 -0.406 0.057 0.142 0.182 0.17
H 0.670 0.461 2.394 0.091 0.311 0.425 0.18
H -2.529 -5.126 1.047 -0.114 0.262 0.152 0.35
H -3.509 3.026 -0.966 0.062 0.084 0.047 0.39
H -0.549 2.039 4.083 0.393 -0.106 0.025 0.32
H 0.207 -4.422 -0.138 -0.067 0.139 0.102 -0.30
H 4.068 2.709 1.568 -0.418 -0.151 0.075 0.34
H 1.644 4.000 0.268 -0.534 -0.406 -0.277 0.31
H -0.985 -5.536 -0.843 -0.016 0.056 0.032 0.23
H -1.016 0.319 -0.371 0.387 0.366 -0.057 0.15
H 1.524 -2.528 -0.783 -0.035 0.042 0.039 -0.39
```
Positions in Å, forces in eV/Å.

=====

Record 2
Molecular formula: C11H31N7O16
Method: DFT, the ωB97M-V functional and the def2-TZVPD basis

**SMILES**: C[N+](=O)[O-].C[N+](=O)[O-].C[N+](=O)[O-].C[N+](=O)[O-].C[N+](=O)[O-].C[N+](=O)[O-].C[N+](=O)[O-].COCCOC
**F_max**: 0.0286 hartree/bohr
**HOMO level**: -10.02 eV
**Energy above the lowest of the compared OMol25 structures with the same formula, charge and spin**: 6.7 kcal per mole
**Multiplicity**: 1
**Electronic energy**: -55079.4348 eV
**Kohn-Sham gap**: 9.80 eV
**Total charge**: 0

Structure (XYZ):
```
65
Properties=species:S:1:pos:R:3:forces:R:3:mulliken_charge:R:1
O 18.724 13.661 -10.582 0.133 -0.121 0.165 -0.29
O 15.597 5.005 -11.889 0.256 0.562 -0.219 -0.52
O 19.182 5.824 -14.346 0.123 -0.144 0.083 -0.52
O 21.474 10.194 -7.917 0.149 -0.121 0.084 -0.59
O 18.234 7.708 -13.955 0.073 0.138 0.078 -0.46
O 14.146 10.398 -10.270 -0.079 0.016 -0.239 -0.56
O 17.247 9.886 -5.450 -0.458 0.399 -0.110 -0.51
O 15.668 11.524 -16.421 -0.229 -0.097 -0.076 -0.55
O 20.046 10.404 -6.311 0.174 -0.155 0.200 -0.54
O 14.607 3.132 -12.150 -0.353 -0.660 -0.170 -0.53
O 17.881 9.419 -10.279 -0.418 0.134 0.213 -0.46
O 16.529 10.338 -7.438 -0.294 0.303 0.091 -0.43
O 21.038 14.038 -12.163 -0.767 -0.556 -0.209 -0.26
O 13.466 10.855 -8.281 -0.099 0.096 -0.220 -0.55
O 17.273 7.446 -9.689 -0.517 0.176 0.175 -0.65
O 16.574 11.527 -14.487 0.033 -0.153 0.584 -0.52
N 20.474 10.662 -7.413 -0.165 0.213 -0.477 0.98
N 14.077 11.120 -9.296 0.184 -0.176 0.960 0.97
N 17.194 8.424 -10.413 1.251 -0.565 -0.532 1.08
N 19.148 6.913 -13.823 -0.302 -0.012 -0.274 0.83
N 16.611 9.634 -6.450 0.723 -0.881 0.077 0.86
N 15.213 3.931 -11.489 -0.115 0.080 0.302 0.88
N 15.874 11.020 -15.336 0.479 0.479 -0.881 0.89
C 19.697 11.643 -8.228 0.130 0.037 0.170 -0.53
C 21.873 13.957 -13.296 0.203 0.154 0.120 -0.77
C 16.398 8.308 -11.653 -0.802 0.435 -0.510 -0.85
C 16.026 8.254 -6.538 0.181 0.265 -0.383 -0.59
C 15.554 3.618 -10.080 0.280 0.508 0.615 -0.65
C 20.288 7.324 -12.967 0.362 -0.307 -0.093 -0.72
C 18.055 12.801 -11.473 -0.072 -0.654 0.127 -0.21
C 19.905 14.849 -12.402 0.260 0.441 -0.386 -0.51
C 14.853 12.392 -9.328 0.050 -0.213 -0.868 -0.53
C 15.271 9.691 -15.055 0.040 0.727 -0.192 -0.54
C 19.019 14.901 -11.170 0.884 0.325 0.323 -0.72
H 16.350 7.877 -7.505 -0.072 -0.069 0.035 0.08
H 18.763 11.776 -7.695 -0.105 0.133 -0.271 0.24
H 21.364 13.716 -14.236 -0.358 -0.052 0.188 0.32
H 21.127 6.689 -13.232 0.020 0.081 -0.067 0.30
H 14.915 2.879 -9.611 -0.066 -0.261 -0.514 0.29
H 14.674 9.908 -14.172 0.053 -0.718 0.138 0.24
H 20.028 7.125 -11.930 -0.190 0.231 -0.001 0.27
H 22.580 13.157 -13.092 0.225 0.187 -0.028 0.24
H 16.116 9.017 -14.940 -0.216 -0.167 0.408 0.17
H 17.244 13.335 -11.979 0.066 -0.156 -0.246 0.54
H 16.647 9.156 -12.281 0.057 0.067 0.102 0.33
H 20.478 8.371 -13.170 -0.032 0.047 0.214 0.29
H 15.469 4.555 -9.533 0.071 0.020 -0.086 0.23
H 17.639 11.960 -10.912 -0.064 0.256 0.199 -0.46
H 14.674 9.442 -15.923 -0.112 -0.121 0.093 0.31
H 15.334 8.330 -11.423 0.082 -0.011 0.315 0.33
H 15.188 12.675 -8.340 -0.122 -0.163 0.112 0.26
H 20.283 12.557 -8.288 -0.015 0.012 0.130 0.37
H 15.662 12.164 -10.014 0.181 0.300 0.174 0.03
H 14.942 8.322 -6.512 0.009 0.092 0.105 0.28
H 16.602 3.331 -10.087 -0.046 -0.180 0.045 0.28
H 16.618 7.387 -12.180 0.190 -0.170 0.364 0.20
H 14.207 13.139 -9.786 -0.037 0.033 0.149 0.37
H 20.309 15.858 -12.575 -0.484 0.198 -0.086 0.48
H 19.352 14.568 -13.307 0.162 -0.339 0.009 0.36
H 18.088 15.444 -11.341 -0.022 0.178 -0.395 0.37
H 18.741 12.307 -12.172 -0.046 0.465 -0.273 0.29
H 19.599 11.251 -9.234 -0.141 -0.138 0.063 0.05
H 16.455 7.682 -5.727 -0.172 -0.024 0.119 0.33
H 22.372 14.923 -13.445 0.232 -0.137 -0.044 0.30
H 19.624 15.488 -10.475 -0.347 -0.272 0.523 0.34
```
Positions in Å, forces in eV/Å.

=====

Record 3
Molecular formula: C11H32AgKN6O9
Method: DFT, the ωB97M-V functional and the def2-TZVPD basis

**F_max**: 0.0424 hartree/bohr
**⟨S²⟩**: 0.759
**HOMO level (alpha / beta)**: -12.17 / -12.17 eV
**Energy above the lowest of the compared OMol25 structures with the same formula, charge and spin**: 0.0 kcal per mole
**Multiplicity**: 2
**Electronic energy**: -59615.7265 eV
**Kohn-Sham gap (alpha / beta)**: 8.05 / 5.23 eV
**Total charge**: +1

Structure (XYZ):
```
60
Properties=species:S:1:pos:R:3:forces:R:3:lowdin_spin:R:1
Ag -20.618 -19.219 -14.945 -0.471 -0.045 0.023 0.13
K -17.678 -14.684 -14.080 0.162 0.034 -0.416 0.00
O -19.639 -14.957 -16.195 -0.146 0.221 0.517 0.00
O -22.517 -18.045 -15.400 0.215 0.105 -0.016 0.00
O -21.554 -15.310 -10.927 -0.027 0.294 -0.313 0.00
O -20.354 -18.331 -12.875 -0.107 0.112 0.048 0.50
O -19.256 -16.458 -12.473 -0.183 0.247 -0.339 0.13
O -16.513 -15.075 -16.778 -0.476 -0.218 0.545 0.00
O -14.886 -18.736 -12.099 -0.291 -0.180 -0.133 0.00
O -21.374 -20.635 -11.385 0.147 0.009 0.126 0.00
O -19.636 -17.214 -14.548 0.417 0.078 -0.250 0.25
N -15.620 -16.523 -18.268 -0.712 -0.304 0.494 0.00
N -23.434 -17.648 -13.345 0.388 0.016 -0.626 0.00
N -16.633 -17.588 -11.258 -1.229 0.165 -0.486 0.00
N -24.563 -17.090 -15.268 0.268 0.086 0.733 0.00
N -17.237 -17.261 -16.817 0.446 -0.710 -0.401 0.00
N -16.513 -18.090 -13.533 -1.197 0.489 0.079 0.00
C -23.440 -17.597 -14.696 -0.805 -0.444 -0.197 0.00
C -20.758 -21.165 -10.188 0.143 -0.287 -0.857 0.00
C -21.257 -13.903 -11.184 -0.765 -1.780 0.636 0.00
C -21.063 -13.404 -17.336 -0.436 -0.361 0.313 0.00
C -15.979 -18.230 -12.267 2.157 0.221 0.243 0.00
C -22.031 -13.172 -10.114 0.246 0.586 0.178 0.00
C -19.741 -17.253 -13.277 0.341 -0.383 0.457 -0.01
C -16.478 -16.205 -17.248 0.468 0.813 -0.096 0.00
C -21.704 -14.280 -15.051 -0.531 -0.865 0.347 0.00
C -21.129 -22.621 -10.102 -0.596 -0.505 0.307 0.00
C -21.024 -14.575 -16.364 0.629 0.252 -0.919 0.00
H -24.182 -17.273 -12.790 0.158 0.041 0.132 0.00
H -17.585 -17.290 -11.396 0.091 0.171 0.216 0.00
H -20.596 -12.525 -16.893 -0.001 0.091 -0.110 0.00
H -21.075 -20.554 -9.344 0.083 -0.184 0.238 0.00
H -23.096 -13.228 -10.329 -0.003 0.142 -0.081 0.00
H -25.355 -16.960 -14.662 -0.161 0.169 -0.353 0.00
H -22.211 -22.772 -10.137 0.028 0.192 -0.132 0.00
H -17.974 -17.182 -16.143 -0.018 0.389 -0.016 0.00
H -21.505 -15.422 -16.867 -0.244 0.001 0.246 0.00
H -16.163 -17.325 -10.414 0.216 -0.397 0.036 0.00
H -17.322 -17.994 -17.502 -0.274 -0.118 0.220 0.00
H -20.815 -23.111 -9.179 0.255 0.278 0.039 0.00
H -15.348 -17.482 -18.379 0.181 0.123 -0.475 0.00
H -15.279 -15.776 -18.841 0.366 -0.067 0.068 0.00
H -20.599 -13.652 -18.288 0.203 -0.011 0.072 0.00
H -21.310 -13.449 -14.468 0.223 0.159 -0.288 0.00
H -20.689 -23.179 -10.928 0.000 0.081 -0.060 0.00
H -19.672 -21.130 -10.331 0.016 0.329 0.353 0.00
H -22.576 -17.955 -12.920 -0.152 -0.017 0.340 0.00
H -20.169 -13.826 -11.134 -0.032 0.597 -0.030 0.00
H -20.996 -15.824 -11.517 0.147 -0.061 0.109 0.00
H -21.664 -15.181 -14.423 0.081 0.123 0.077 0.00
H -21.896 -13.610 -9.125 0.247 -0.211 -0.128 0.00
H -24.695 -17.124 -16.261 0.075 -0.134 -0.044 0.00
H -22.120 -13.213 -17.537 0.094 0.314 -0.007 0.00
H -21.664 -13.688 -12.174 0.353 0.434 -0.090 0.00
H -22.772 -14.117 -15.216 0.052 0.198 -0.034 0.00
H -19.669 -15.782 -15.691 -0.109 -0.009 -0.138 0.00
H -17.487 -17.843 -13.584 0.046 -0.099 -0.208 0.00
H -16.149 -18.595 -14.320 0.279 -0.263 0.267 0.00
H -21.715 -12.130 -10.027 -0.198 0.023 -0.176 0.00
H -20.953 -19.786 -11.539 -0.058 0.070 -0.038 0.00
```
Positions in Å, forces in eV/Å.

=====

Record 4
Molecular formula: C11H32MnNO7P2SbSi3
Method: DFT, the ωB97M-V functional and the def2-TZVPD basis

**F_max**: 0.0153 hartree/bohr
**⟨S²⟩**: 6.236
**HOMO level (alpha / beta)**: -11.83 / -12.09 eV
**Energy above the lowest of the compared OMol25 structures with the same formula, charge and spin**: 0.0 kcal per mole
**Multiplicity**: 5
**Electronic energy**: -107822.1191 eV
**Kohn-Sham gap (alpha / beta)**: 7.00 / 9.11 eV
**Total charge**: +1

Structure (XYZ):
```
58
Properties=species:S:1:pos:R:3:forces:R:3:lowdin_spin:R:1
Sb -0.593 0.505 0.182 -0.628 0.275 0.381 -0.15
Mn 1.662 -0.315 -0.727 0.619 0.086 -0.284 4.08
P 1.525 -1.305 -3.099 0.307 0.082 0.473 0.01
P 3.977 -1.481 -1.719 -0.299 0.230 0.361 0.01
Si -2.046 1.399 -1.735 -0.049 -0.027 -0.163 -0.02
Si -1.768 -1.407 1.429 -0.047 -0.216 -0.003 -0.01
Si 0.218 2.370 1.738 0.136 0.214 0.162 -0.01
O 1.129 -1.647 -4.563 -0.079 0.009 -0.146 0.00
O 0.881 -2.119 -2.035 -0.025 -0.207 0.002 0.05
O 5.465 -1.697 -2.101 0.077 -0.036 -0.086 0.00
O 3.515 -2.573 -0.704 0.089 -0.197 0.111 0.01
O 1.430 0.166 -2.718 0.034 0.074 -0.009 0.02
O 3.714 -0.129 -1.141 -0.165 -0.072 -0.057 0.03
O 3.142 -1.684 -3.051 0.033 -0.171 -0.391 0.00
N 2.092 -1.348 0.845 -0.125 0.111 -0.226 -0.04
C -3.565 2.142 -0.941 0.005 -0.012 -0.060 -0.01
C -1.226 3.485 2.145 0.018 -0.070 -0.056 -0.01
C -0.782 -1.806 2.961 0.001 0.075 -0.002 0.00
C 1.529 3.274 0.757 0.008 0.008 -0.029 0.00
C 0.924 1.549 3.257 -0.060 -0.059 -0.022 0.00
C -2.455 -0.097 -2.777 -0.010 0.013 0.039 0.00
C 2.887 -2.267 0.656 0.118 -0.145 -0.199 0.03
C -1.795 -2.812 0.199 -0.019 0.034 0.053 0.00
C 3.431 -3.296 1.582 0.001 0.021 0.068 0.00
C -3.477 -0.770 1.845 0.051 -0.078 -0.021 -0.01
C -1.056 2.682 -2.655 -0.031 0.033 0.071 0.00
H -3.320 3.003 -0.317 0.027 -0.002 0.010 0.00
H -1.576 2.932 -3.583 0.003 0.006 -0.003 0.00
H 0.294 -1.764 2.786 -0.006 -0.013 -0.068 0.00
H 1.480 2.286 3.842 -0.003 0.022 0.002 0.00
H -1.543 4.065 1.276 -0.004 -0.017 -0.015 0.00
H 0.132 1.149 3.893 -0.001 0.007 -0.005 0.00
H -3.445 0.170 2.398 0.023 0.010 -0.002 0.00
H -4.087 -0.626 0.952 0.021 0.006 -0.003 0.00
H 4.483 -3.084 1.778 0.004 -0.015 -0.016 0.00
H 1.112 3.731 -0.143 -0.010 -0.007 0.007 0.00
H -4.118 1.426 -0.332 0.035 -0.017 -0.010 0.00
H -3.192 -0.732 -2.281 0.008 0.010 0.015 0.00
H -1.579 -0.711 -2.991 0.015 0.049 0.012 0.00
H -1.035 -2.817 3.288 -0.024 -0.001 0.009 0.00
H 5.706 -2.535 -2.522 -0.022 0.038 0.027 0.00
H 3.366 -4.283 1.129 -0.024 -0.004 -0.008 0.00
H 1.958 4.074 1.366 -0.031 0.017 0.013 0.00
H 1.371 -1.001 -5.241 0.002 -0.024 0.051 0.00
H 2.360 2.632 0.451 -0.038 -0.051 0.041 0.00
H 2.878 -3.270 2.516 0.005 0.009 -0.001 0.00
H -2.885 0.224 -3.729 -0.010 0.009 -0.001 0.00
H -2.524 -2.634 -0.593 0.009 0.022 -0.001 0.00
H -2.086 2.923 2.513 0.007 -0.008 0.004 0.00
H -2.076 -3.738 0.708 -0.025 0.005 0.008 0.00
H -0.967 3.602 -2.074 0.009 -0.010 0.010 0.00
H -4.238 2.490 -1.730 -0.003 0.006 -0.001 0.00
H -0.055 2.334 -2.909 0.006 -0.068 -0.019 0.00
H -1.025 -1.122 3.776 0.004 0.009 -0.007 0.00
H 1.603 0.729 3.013 0.005 0.022 -0.055 0.00
H -3.987 -1.502 2.476 -0.001 -0.015 -0.004 0.00
H -0.939 4.194 2.926 0.042 0.002 0.006 0.00
H -0.824 -2.968 -0.274 0.018 0.028 0.033 0.00
```
Positions in Å, forces in eV/Å.